Formula: C5H6O2
Source: OMol25
Level of theory: ωB97M-V/def2-TZVPD

XYZ file:
```
13
Properties=species:S:1:pos:R:3:forces:R:3:nbo_charge:R:1
O -0.828022 1.981314 0.233846 0.56 0.08 -0.03 -0.57
O -2.239637 -0.247380 -0.270564 0.02 -0.01 0.01 -0.71
C 0.194977 -0.120042 -0.306166 -0.42 0.01 0.13 -0.43
C -1.173887 -0.697681 0.504871 0.57 -0.51 -0.18 -0.02
C 1.632243 -0.504287 -0.469453 0.08 -0.19 0.19 -0.03
C 2.789207 -0.579405 -0.829636 -0.88 -0.01 0.44 -0.21
C 0.047053 1.164208 0.431277 -0.13 0.61 -0.05 0.45
H 0.672322 1.185699 1.345537 0.12 0.34 -0.15 0.13
H 3.823616 -0.638932 -1.137998 -0.63 -0.04 0.23 0.25
H -2.202428 0.731152 -0.258745 -0.07 -0.32 0.00 0.49
H -1.337735 -0.343846 1.548478 0.88 -0.12 -0.52 0.19
H -1.152162 -1.777293 0.521415 -0.07 -0.28 -0.18 0.20
H -0.225547 -0.153505 -1.312862 -0.02 0.43 0.10 0.27
```
Forces are in eV/Å.

Energy above the lowest of the compared OMol25 structures with the same formula, charge and spin in kcal per mole: 80.8
Strongest force on any atom in eV/Å: 1.027
HOMO level in eV: -9.7
E in eV: -9373.59381
Kohn-Sham gap in Eh: 0.390
SMILES: C#C[C@H](C=O)CO